# C17H14N4O3S2

C17H14N4O3S2 in the gas phase at a distorted geometry (ωB97M-V/def2-TZVPD, the OMol25 dataset).

Its structure (SMILES) is [H]/N=C1/C(=C\c2ccc(SCc3ccco3)o2)C(=O)N=C2SC(CC)=NN21. The value obtained for the max |F| is 1.22 eV/A. The calculation puts the relative energy (zero: lowest compared OMol25 entry of this formula, charge and spin) at 1.476 eV. The charge is 0.

Element x y z (Å)
C 5.72506 3.61969 -0.65875
H 4.99917 3.94996 0.07862
H 6.48570 4.38703 -0.77256
H 5.21227 3.48848 -1.60715
C 6.36928 2.31081 -0.21910
C 5.37289 1.22645 -0.04938
N 4.12476 1.34913 -0.25564
N 3.44818 0.20869 -0.02694
C 4.18202 -0.86855 0.37841
N 3.73683 -2.02866 0.64569
C 2.38222 -2.28658 0.53212
O 1.95561 -3.39055 0.78806
C 1.48420 -1.17103 0.08926
C 0.16717 -1.52792 0.00167
C -1.01181 -0.84904 -0.36058
C -1.35088 0.43075 -0.77485
C -2.73202 0.44627 -0.98730
C -3.17200 -0.82685 -0.68583
O -2.15759 -1.60611 -0.31242
S -4.73355 -1.58489 -0.72977
C -5.83229 -0.13832 -1.05974
C -5.89116 0.79907 0.08321
C -6.45697 0.68125 1.32053
C -6.17464 1.88953 2.00073
C -5.45843 2.64973 1.13011
O -5.27869 1.99902 -0.03076
H -5.03727 3.63180 1.21083
H -6.46650 2.15038 2.99675
H -7.00215 -0.16046 1.69490
H -5.47619 0.35838 -1.95988
H -6.80237 -0.59759 -1.24472
H -3.32270 1.27866 -1.30702
H -0.65480 1.23265 -0.90028
H -0.01295 -2.56701 0.26929
C 2.04627 0.13467 -0.20008
N 1.38470 1.14502 -0.57595
H 1.95527 1.97202 -0.72969
S 5.86700 -0.39682 0.47675
H 7.11041 1.98496 -0.95441
H 6.89728 2.44480 0.72914

Cartesian forces (eV/Å) of the 2 atoms listed first:
C 0.1215 -0.1199 0.0478
H -0.0787 0.0744 0.0244

=====

# C17H14N4O4Pd

A molecular structure, C17H14N4O4Pd (ωB97M-V/def2-TZVPD, the OMol25 dataset).

The value obtained for the max |F| is 0.68 eV/A. The calculation puts the relative energy (zero: lowest compared OMol25 entry of this formula, charge and spin) at 0.085 eV. The charge is 0.

Element x y z (Å)
Pd 0.50275 0.40976 1.72960
O 2.58674 -5.00600 0.75022
C 3.52074 -4.20083 1.20323
O 4.65056 -4.55514 1.43870
C 3.13616 -2.77643 1.45142
C 4.03281 -1.86397 1.96215
N 3.38360 -0.69765 2.09778
N 2.11145 -0.80537 1.70091
C 1.93559 -2.05859 1.29515
C 0.56375 -2.45201 0.77079
O 0.40459 -3.63775 0.44769
O -0.27285 -1.50717 0.74059
H 1.70590 -4.52261 0.64128
H 5.06895 -1.99036 2.22942
H 3.73326 0.18553 2.42370
C -2.18394 1.20081 2.66969
N -1.11004 1.52892 1.73870
C -1.01271 2.66757 1.12844
C 0.19149 2.94445 0.46201
C 0.69622 4.00544 -0.29344
C 2.01764 3.66869 -0.58448
C 2.26135 2.41449 -0.00026
N 1.16254 1.98014 0.62150
C -1.49599 0.67087 3.90442
C -1.35027 1.39769 5.07320
C -0.52680 0.91821 6.08738
C 0.17967 -0.26678 5.92542
C 0.03088 -1.00438 4.75841
C -0.82132 -0.54397 3.76164
H -2.83084 0.43763 2.23299
H -2.77865 2.09019 2.87960
H -1.83114 3.38032 1.16741
H 0.15956 4.89253 -0.59309
H 2.72358 4.24085 -1.16552
H 3.16282 1.82067 -0.03336
H -1.86129 2.34696 5.18794
H -0.42099 1.48626 7.00305
H 0.83331 -0.62144 6.71189
H 0.55682 -1.94206 4.62837
H -1.03946 -1.17349 2.90176

Cartesian forces (eV/Å) of the 2 atoms listed first:
Pd 0.1605 0.3271 -0.5432
O -0.0719 0.0680 0.0454

=====

| no. | DFT total energy (eV) |
| --- | --- |
| 1 | -51627.6485 |
| 2 | -35486.6293 |